Record 1
Formula: C30H45O2Si
Source: the Open Molecules 2025 dataset
Level of theory: ωB97M-V/def2-TZVPD

Last column: Mulliken charge in e.
Positions of all 78 atoms, in Å:
1 C 7.4285 -0.7829 2.1971  -1.5158
2 C 6.0534 -0.3911 1.7470  0.5669
3 C 5.1291 0.0864 2.6748  -0.7192
4 C 3.8610 0.5219 2.3010  1.4122
5 C 3.0172 1.0615 3.4268  -2.2570
6 C 3.4574 0.4406 0.9518  0.3597
7 C 2.0757 0.9299 0.5067  0.2164
8 C 1.9635 2.4562 0.6348  -1.1122
9 C 0.8821 0.2074 1.2120  -0.2861
10 C 0.8057 -1.2362 0.9375  0.6785
11 C 0.0730 -2.2286 1.6091  0.2866
12 C 0.3688 -3.6186 1.3361  0.8289
13 C 1.4882 -4.0036 0.4200  -1.7755
14 C -0.3618 -4.6340 1.9365  -0.9147
15 C -1.4108 -4.3653 2.8268  0.6336
16 C -2.2058 -5.4864 3.4239  -1.4704
17 C -1.6619 -3.0278 3.1544  -0.8689
18 C -0.9622 -1.9692 2.5893  1.2268
19 C -1.3201 -0.5974 3.0567  -1.4036
20 C 4.3852 -0.0448 0.0054  0.9149
21 C 4.0563 -0.1272 -1.4646  -1.5487
22 C 5.6534 -0.4575 0.4116  -0.8885
23 H 8.0305 -1.1311 1.3532  0.3640
24 H 7.9558 0.0587 2.6673  0.3324
25 H 7.3910 -1.5846 2.9458  0.3346
26 H 5.4092 0.1468 3.7307  0.4567
27 H 2.1600 1.6678 3.1277  0.2325
28 H 2.6490 0.2510 4.0777  0.3463
29 H 3.6415 1.7056 4.0660  0.5067
30 H 1.9620 0.7114 -0.5652  0.3850
31 H 2.7723 2.9259 0.0642  0.4926
32 H 1.0130 2.8250 0.2308  -0.0800
33 H 2.0484 2.7995 1.6693  0.2541
34 H 0.9590 0.3806 2.2946  -0.1696
35 H -0.0434 0.6976 0.8564  -0.0145
36 H 1.4778 -1.5681 0.1391  0.1832
37 H 1.5286 -5.0962 0.3440  0.3875
38 H 1.3639 -3.6085 -0.5972  0.3542
39 H 2.4600 -3.6575 0.8021  0.4030
40 H -0.1156 -5.6726 1.7042  0.4003
41 H -2.9658 -5.0931 4.1065  0.3702
42 H -2.7133 -6.0753 2.6485  0.3559
43 H -1.5750 -6.1882 3.9863  0.3616
44 H -2.4517 -2.8171 3.8831  0.3214
45 H -2.2423 -0.6426 3.6488  0.4401
46 H -0.5486 -0.1810 3.7201  0.3394
47 H -1.5023 0.1093 2.2394  0.0760
48 H 4.9339 -0.5020 -2.0060  0.4133
49 H 3.2276 -0.8151 -1.6875  0.2724
50 H 3.8019 0.8487 -1.9013  0.3133
51 H 6.3528 -0.8285 -0.3438  0.2594
52 C -4.7155 -0.8020 -4.6867  -1.0850
53 Si -4.5229 1.0321 -4.3446  0.5114
54 C -3.5719 1.8085 -5.7494  -0.9333
55 C -6.1982 1.7842 -4.0189  -0.9432
56 O -3.5673 0.9105 -2.9029  -0.5365
57 C -3.0653 1.9716 -2.2928  0.3675
58 C -2.2766 1.8732 -1.1669  -0.2764
59 C -1.9365 3.0872 -0.4264  -0.0165
60 C -2.8559 4.2484 -0.8336  -0.9746
61 C -2.8656 4.3555 -2.3258  -0.5238
62 O -3.4188 3.1163 -2.8727  -0.3982
63 H -5.3099 -0.9378 -5.6019  0.3376
64 H -3.7411 -1.2893 -4.8353  0.2769
65 H -5.2286 -1.3193 -3.8636  0.2899
66 H -4.2057 1.7608 -6.6504  0.3329
67 H -3.3020 2.8604 -5.5864  0.2864
68 H -2.6481 1.2498 -5.9588  0.2852
69 H -6.7718 1.7412 -4.9597  0.3298
70 H -6.7558 1.2136 -3.2623  0.2952
71 H -6.1682 2.8334 -3.6961  0.2880
72 H -1.9738 0.8810 -0.8376  0.4507
73 H -2.0353 2.9262 0.6563  0.3594
74 H -0.9031 3.4013 -0.6275  -0.1247
75 H -3.8625 4.0801 -0.4391  0.3208
76 H -2.4961 5.1847 -0.4034  0.4192
77 H -3.5085 5.1584 -2.6939  0.3518
78 H -1.8511 4.4700 -2.7190  0.2538

Atoms 1-6, force components in eV/Å:
0.329 -0.161 0.039
-0.398 0.134 0.041
0.171 -0.020 -0.179
0.020 -0.183 -0.228
-0.168 0.216 0.599
0.059 -0.111 0.245

- Net charge: +1
- Total energy: -43808.0310 eV
- Highest occupied orbital energy: -9.658 eV
- Frontier orbital gap: 4.367 eV
- Largest force on an atom: 2.802 eV Å⁻¹
- LUMO level: -0.1944 hartree

---

Record 2
Formula: C7H4O8
Source: the Open Molecules 2025 dataset
Level of theory: ωB97M-V/def2-TZVPD

Last column: Mulliken charge in e.
Positions of all 19 atoms, in Å:
1 O -1.3376 -1.0378 0.8831  -0.5337
2 C -0.5687 -1.0261 -0.0304  0.7026
3 C 0.8343 -1.2022 0.1242  -0.8250
4 C 1.4082 -0.3241 1.2868  0.2663
5 O 2.8040 -0.2649 1.4020  -0.2356
6 O 2.8154 1.1714 1.2548  -0.2675
7 C 1.4870 1.2162 1.0723  0.2044
8 C 0.6022 2.0499 0.5659  0.0899
9 O -0.8750 1.9992 0.2544  -0.3527
10 C -0.1524 3.1384 0.0785  0.4676
11 O -0.2704 4.1929 -0.4074  -0.4864
12 C -1.0536 -0.6613 -1.4253  0.5038
13 O -0.4209 0.0878 -2.1080  -0.5005
14 O -2.2703 -1.0041 -1.7734  -0.1360
15 O -2.7581 -2.2196 -1.2920  -0.3283
16 H 1.1314 -2.2134 0.4338  0.3636
17 H 1.4163 -0.9738 -0.6791  0.4360
18 H 0.6945 -0.4615 2.2431  0.3006
19 H -3.4862 -2.4672 -1.8836  0.3308

Atoms 1-6, force components in eV/Å:
-0.721 -0.024 0.632
-1.661 -0.181 -0.398
3.039 -0.383 3.519
-4.400 2.004 1.172
1.025 -0.649 0.488
1.495 0.853 0.251

- SMILES: O=C(C[C@H]1OO/C1=C1/OC1=O)C(=O)OO
- Net charge: 0
- Total energy: -23693.1956 eV
- Highest occupied orbital energy: -9.591 eV
- Frontier orbital gap: 9.075 eV
- Largest force on an atom: 4.975 eV Å⁻¹
- LUMO level: -0.0190 hartree